A 8-piece molecular cluster, C40H69N11O11 overall at a distorted geometry. Source: the OMol25 dataset; level of theory: the ωB97M-V functional and the def2-TZVPD basis.

Geometry as XYZ:
```
131
Properties=species:S:1:pos:R:3:forces:R:3
N -5.219 4.721 -1.233 0.35 -0.54 1.25
C -4.863 3.718 -0.269 0.72 -0.55 0.67
C -5.943 2.892 0.350 -0.14 -0.13 0.11
N -5.781 1.920 1.282 2.27 2.64 -2.29
C -4.421 1.765 1.552 1.96 -1.59 1.76
C -4.048 0.715 2.570 1.57 0.38 -0.28
C -2.685 0.395 2.940 -1.02 1.36 -1.89
C -2.434 -0.715 4.011 -0.46 1.39 0.62
C -2.178 -0.021 5.430 -0.24 -0.57 0.89
C -3.529 0.493 6.097 -0.20 -0.03 -0.95
C -3.933 1.955 5.657 -0.11 -0.97 0.09
O -3.872 2.897 6.790 0.90 1.17 -1.40
C -3.780 4.157 6.169 -1.13 0.25 0.03
O -4.753 4.723 5.742 0.83 -0.49 0.47
C -1.566 1.169 2.254 -1.96 0.50 -0.52
C -0.130 0.766 2.637 3.20 -0.30 1.06
C 0.666 1.429 3.719 -0.10 -2.49 -2.06
C 2.003 0.882 3.962 -0.91 1.19 0.53
N 2.669 -0.133 3.347 -1.96 0.16 -0.73
C 1.969 -0.776 2.364 -2.08 1.72 0.28
C 0.620 -0.342 1.999 -0.38 0.37 0.40
C -1.885 2.232 1.285 0.06 -2.21 1.64
C -0.654 2.993 0.678 -0.02 -0.16 -0.05
O -0.781 3.332 -0.697 -0.40 2.23 1.32
O -0.558 2.222 -1.495 0.20 -1.61 -0.90
C -3.324 2.532 0.934 0.88 -0.44 0.38
N -3.548 3.553 0.013 -2.90 -1.07 0.75
H -5.985 5.304 -0.887 0.33 -0.27 -0.30
H -4.395 5.295 -1.444 -0.48 -0.37 0.15
H -6.999 3.097 0.013 1.20 -0.21 0.39
H -4.871 0.105 3.066 1.27 1.11 -0.93
H -1.575 -1.393 3.774 -0.86 0.63 0.01
H -3.407 -1.275 4.138 1.26 0.23 -0.34
H -1.759 -0.795 6.144 -0.34 0.72 -0.92
H -1.424 0.808 5.380 -0.66 -0.71 -0.09
H -3.538 0.389 7.215 0.20 0.30 -1.04
H -4.336 -0.197 5.706 0.75 0.70 0.57
H -4.996 1.946 5.296 1.06 0.24 0.08
H -3.231 2.331 4.860 -0.80 -0.47 0.57
H -2.777 4.661 6.042 -0.48 -1.01 0.51
H 0.228 2.268 4.322 0.77 -0.95 -0.74
H 2.575 1.391 4.790 -0.53 -0.65 -0.98
H 2.413 -1.645 1.814 -0.27 1.02 0.73
H 0.098 -0.911 1.181 0.59 0.68 0.89
H -0.486 3.961 1.236 -0.35 -0.93 -0.85
H 0.317 2.423 0.782 -1.25 0.27 0.21
H -0.685 2.569 -2.410 0.25 -0.25 0.68
C 2.615 0.294 -5.689 0.14 -0.09 0.20
N 1.759 0.872 -4.671 -0.41 0.36 -0.34
C 2.062 0.622 -3.272 -0.20 0.11 0.09
C 0.690 1.634 -4.979 0.40 -0.32 0.06
O -0.065 2.147 -4.169 -0.07 0.10 -0.09
H 2.605 -0.793 -5.586 0.07 0.00 -0.11
H 3.633 0.664 -5.549 0.03 -0.14 -0.10
H 2.270 0.563 -6.688 -0.10 0.04 0.10
H 1.211 0.126 -2.803 0.10 0.06 0.11
H 2.232 1.574 -2.765 -0.04 -0.11 0.11
H 2.947 -0.005 -3.183 -0.06 0.04 -0.15
H 0.549 1.762 -6.065 0.02 -0.03 -0.01
C -6.498 -3.359 9.184 0.32 0.03 0.09
N -5.218 -3.195 8.525 -0.21 0.00 -0.35
C -4.014 -3.123 9.332 0.10 0.03 -0.29
C -5.108 -3.105 7.175 -0.02 0.01 0.09
O -4.067 -2.966 6.566 0.06 -0.01 0.20
H -6.664 -2.518 9.860 -0.17 -0.09 0.04
H -6.489 -4.290 9.756 -0.18 0.05 0.05
H -7.308 -3.397 8.455 0.10 0.01 -0.02
H -3.514 -2.170 9.148 0.10 -0.08 0.09
H -3.340 -3.932 9.045 0.08 0.09 0.10
H -4.261 -3.209 10.390 -0.08 0.00 -0.10
H -6.080 -3.170 6.656 -0.05 0.00 0.05
C -9.412 -1.213 2.277 0.07 -0.21 0.17
N -8.215 -1.594 2.998 0.32 0.24 -0.06
C -8.252 -2.765 3.855 0.27 0.08 0.00
C -7.063 -0.893 2.898 -0.36 0.08 -0.20
O -6.024 -1.163 3.478 -0.69 -0.69 0.41
H -10.213 -1.011 2.992 -0.10 0.03 -0.15
H -9.711 -2.032 1.619 -0.14 0.11 -0.04
H -9.236 -0.320 1.677 0.08 -0.06 0.07
H -8.007 -2.470 4.878 -0.01 -0.14 0.00
H -7.507 -3.486 3.512 -0.05 -0.06 0.14
H -9.241 -3.221 3.833 0.04 0.10 -0.06
H -7.139 -0.025 2.224 0.04 0.01 0.02
C 7.822 3.453 -6.406 -0.27 0.08 0.13
N 6.769 2.721 -5.731 0.21 -0.41 -0.06
C 5.618 3.449 -5.227 -0.07 -0.29 0.09
C 6.823 1.379 -5.554 0.03 0.22 -0.03
O 5.973 0.712 -4.997 -0.03 0.14 -0.01
H 8.238 4.196 -5.721 0.11 0.04 -0.15
H 7.405 3.957 -7.280 0.18 0.06 -0.02
H 8.617 2.780 -6.727 -0.09 -0.02 0.05
H 5.540 3.299 -4.148 -0.13 0.08 -0.05
H 4.712 3.062 -5.698 -0.05 0.12 0.11
H 5.716 4.512 -5.442 0.07 -0.10 -0.03
H 7.736 0.924 -5.972 0.04 0.07 -0.02
C 3.929 -6.066 -5.580 0.28 0.23 -0.08
N 3.571 -4.668 -5.430 -0.47 -0.07 0.13
C 4.591 -3.655 -5.635 -0.29 0.14 0.09
C 2.317 -4.275 -5.106 0.23 -0.12 -0.04
O 1.958 -3.120 -4.966 0.16 0.08 -0.06
H 4.718 -6.310 -4.864 -0.04 -0.16 -0.02
H 4.293 -6.232 -6.596 -0.06 -0.22 0.12
H 3.069 -6.710 -5.399 0.01 0.11 -0.01
H 4.702 -3.066 -4.722 0.11 0.09 -0.13
H 4.280 -2.989 -6.443 0.14 0.08 0.06
H 5.542 -4.121 -5.889 -0.11 -0.06 0.02
H 1.621 -5.119 -4.973 0.05 -0.05 -0.01
C 6.934 -4.756 -10.435 0.10 -0.25 0.14
N 6.282 -5.800 -9.670 -0.41 0.18 -0.02
C 7.087 -6.874 -9.116 -0.28 -0.08 0.08
C 4.944 -5.807 -9.454 0.16 0.05 -0.11
O 4.340 -6.653 -8.822 0.22 -0.02 -0.03
H 7.436 -5.203 -11.297 0.05 0.18 -0.03
H 7.672 -4.256 -9.804 0.03 0.10 -0.16
H 6.209 -4.022 -10.787 -0.01 -0.09 0.06
H 6.738 -7.829 -9.514 0.11 -0.03 0.11
H 6.973 -6.887 -8.030 0.09 -0.13 -0.04
H 8.136 -6.733 -9.371 -0.10 0.07 -0.03
H 4.428 -4.950 -9.917 0.06 0.03 -0.03
C 4.996 5.042 2.622 -0.18 0.13 0.22
N 3.592 4.993 2.975 -0.09 -0.28 -0.30
C 3.114 5.808 4.076 -0.25 -0.15 -0.11
C 2.708 4.211 2.307 0.15 0.04 0.00
O 1.521 4.126 2.555 0.16 0.28 0.24
H 5.593 4.728 3.482 0.15 0.03 -0.12
H 5.263 6.066 2.349 0.17 -0.07 -0.03
H 5.208 4.382 1.781 -0.09 0.01 0.06
H 2.673 5.161 4.838 -0.03 0.15 0.05
H 2.345 6.491 3.712 0.00 0.02 0.16
H 3.935 6.378 4.511 0.00 -0.08 -0.09
H 3.173 3.634 1.491 0.06 0.01 0.01
```
Forces are in eV/Å.

DFT total energy   -81506.833 eV
2S+1   1
SMILES string   Nc1cnc2cc(CCCCOC=O)c(-c3ccncc3)c(COO)c2n1.CN(C)C=O.CN(C)C=O.CN(C)C=O.CN(C)C=O.CN(C)C=O.CN(C)C=O.CN(C)C=O